{
  "formula": "C11H17BMnN6",
  "method": "the ωB97M-V functional and the def2-TZVPD basis",
  "multiplicity": 6,
  "homo_energy_ev": [-5.26, -8.11],
  "gap_ev": [6.0, 8.8],
  "molar_mass_g_mol": 299.0,
  "charge": 0,
  "de_lowest_kcal_mol": 36.5,
  "species": ["H", "N", "B", "N", "C", "Mn", "H", "C", "H", "C", "H", "C", "H", "H", "H", "N", "N", "N", "N", "C", "C", "H", "H", "C", "C", "C", "C", "H", "H", "H", "H", "H", "C", "H", "H", "H"],
  "xyz": [[-0.941, -1.870, -2.897], [0.079, -0.686, -1.499], [1.796, 0.714, -0.229], [1.328, -0.070, -1.495], [1.939, -0.291, -2.662], [-1.166, -0.407, -0.098], [2.912, 0.153, -2.792], [1.110, -1.081, -3.453], [1.297, -1.431, -4.438], [-0.035, -1.325, -2.691], [2.875, 1.224, -0.383], [-2.329, -0.971, 1.709], [-3.364, -1.253, 1.765], [-2.331, 0.120, 1.860], [-1.684, -1.329, 2.481], [1.781, -0.300, 0.949], [0.678, 1.771, 0.056], [0.614, -0.992, 1.207], [-0.644, 1.356, 0.199], [2.760, -0.694, 1.784], [0.744, 3.098, 0.165], [3.737, -0.221, 1.651], [1.706, 3.551, 0.047], [2.232, -1.665, 2.636], [-0.544, 3.594, 0.405], [0.885, -1.815, 2.249], [-1.390, 2.482, 0.430], [2.737, -2.196, 3.428], [-0.832, 4.591, 0.536], [0.114, -2.432, 2.653], [-2.452, 2.370, 0.594], [-2.050, -1.603, 0.830], [-2.716, -0.606, -1.129], [-2.643, 0.333, -1.689], [-3.563, -0.616, -0.432], [-2.640, -1.505, -1.750]],
  "lowdin_charge": [0.099, -0.073, -0.463, -0.005, -0.070, 0.578, 0.120, -0.055, 0.083, -0.093, 0.117, -0.099, 0.051, 0.061, 0.011, -0.030, 0.002, 0.008, -0.078, -0.074, -0.060, 0.124, 0.118, -0.065, -0.050, -0.122, -0.086, 0.087, 0.075, 0.092, 0.115, 0.020, -0.297, -0.002, -0.016, -0.022]
}